Entry 1:
Entry from OMol25: a structure of composition C70H65GeN4O3P2SSn (wB97M-V/def2-TZVPD).

## Properties
Highest occupied orbital energy = -0.3359 Eh
LUMO energy = -2.31 eV
HOMO-LUMO gap = 6.83 eV
Total charge = +1

Each line ends with the Löwdin charge.
Geometry (Å):
Sn: 0.49061 -1.13153 0.89934  1.23
C: -2.27289 -0.35193 2.61764  -0.27
P: -1.46489 -1.98043 3.10534  1.01
C: -2.26039 -3.20853 2.01194  -0.43
C: -3.54979 -3.08113 1.51094  -0.16
C: -4.05319 -4.04623 0.65794  -0.11
C: -3.28319 -5.14343 0.30974  -0.08
C: -1.98699 -5.26443 0.78614  -0.07
C: -1.47349 -4.29153 1.62414  -0.11
C: -2.33499 -2.24153 4.69624  -0.35
C: -3.46689 -3.04173 4.80524  -0.08
C: -4.13879 -3.13563 6.01044  -0.08
C: -3.68059 -2.44953 7.12264  -0.08
C: -2.53759 -1.67203 7.02454  -0.08
C: -1.86699 -1.56253 5.81914  -0.10
C: -1.24369 0.67187 2.94594  -0.44
C: -1.18389 1.62837 3.93224  -0.06
C: 0.15031 2.08997 3.96894  -0.05
C: 0.84101 1.38947 3.00774  -0.41
C: 2.29411 1.28067 2.66674  -0.24
P: 2.58651 -0.54323 2.60744  0.98
C: 2.78581 -0.95093 4.37064  -0.34
C: 1.77191 -1.62113 5.04084  -0.10
C: 1.90571 -1.92403 6.38454  -0.07
C: 3.06031 -1.56903 7.06084  -0.07
C: 4.07971 -0.91183 6.39094  -0.07
C: 3.94721 -0.59943 5.05144  -0.08
C: 4.25311 -0.86993 1.95464  -0.39
C: 5.14831 0.09127 1.50824  -0.10
C: 6.32821 -0.30113 0.89274  -0.10
C: 6.61161 -1.64443 0.70924  -0.08
C: 5.71731 -2.60653 1.15114  -0.07
C: 4.54741 -2.21903 1.77194  -0.10
N: -0.01389 0.53537 2.36504  -0.16
H: -3.19979 -0.20323 3.17144  0.10
H: -2.47869 -0.39043 1.53984  0.06
H: -4.15389 -2.23083 1.79484  0.11
H: -5.05609 -3.94593 0.27124  0.11
H: -3.69459 -5.90323 -0.33816  0.11
H: -1.37969 -6.10643 0.48844  0.11
H: -0.45229 -4.36643 1.98964  0.10
H: -3.83109 -3.58903 3.94844  0.09
H: -5.02839 -3.74423 6.07944  0.11
H: -4.21499 -2.52093 8.05894  0.11
H: -2.17589 -1.14873 7.89734  0.11
H: -0.98899 -0.93593 5.74524  0.09
H: -1.98689 1.95657 4.56614  0.10
H: 0.53891 2.84027 4.63304  0.10
H: 2.93051 1.75667 3.41564  0.10
H: 2.49191 1.69227 1.67244  0.05
H: 0.87501 -1.90073 4.50134  0.04
H: 1.11301 -2.44343 6.90234  0.11
H: 3.16581 -1.80443 8.10904  0.11
H: 4.98221 -0.64473 6.91754  0.11
H: 4.74221 -0.08763 4.52754  0.11
H: 4.92341 1.14177 1.63464  0.10
H: 7.02851 0.44907 0.55284  0.11
H: 7.52561 -1.94083 0.21534  0.11
H: 5.92621 -3.65303 0.99704  0.11
H: 3.83331 -2.95623 2.11834  0.10
C: -3.93939 -1.06913 -4.79996  -0.05
C: -4.04869 -2.25863 -3.84986  -0.22
N: -2.81139 -3.00033 -3.73006  -0.09
C: -2.38749 -3.81823 -4.86486  -0.18
C: -3.42659 -4.83863 -5.31636  -0.06
C: -2.03749 -2.97963 -2.65396  -0.46
S: -2.51989 -1.88053 -1.26996  1.13
N: -1.05919 -3.79173 -2.51226  0.12
C: 0.01561 -3.70623 -1.70026  -0.46
O: 0.45401 -2.63463 -1.27976  -0.15
C: 0.71781 -4.98263 -1.48046  -0.16
C: 0.40811 -6.11513 -2.22936  -0.02
C: 1.14761 -7.26963 -2.06856  -0.07
C: 2.18431 -7.30773 -1.14956  -0.07
C: 2.48161 -6.19033 -0.38296  -0.07
C: 1.75631 -5.02703 -0.55346  -0.02
H: -4.91259 -0.58973 -4.87516  0.09
H: -3.63299 -1.37523 -5.79676  0.07
H: -3.21879 -0.34533 -4.42666  0.06
H: -4.82299 -2.94163 -4.20636  0.12
H: -4.33379 -1.90453 -2.85786  0.08
H: -1.48289 -4.33863 -4.54916  0.10
H: -2.12699 -3.16053 -5.69956  0.12
H: -3.80959 -5.40333 -4.47136  0.08
H: -2.95439 -5.53973 -6.00016  0.08
H: -4.25489 -4.36723 -5.83806  0.07
H: -0.40839 -6.06753 -2.93176  0.10
H: 0.92261 -8.13653 -2.66746  0.11
H: 2.76691 -8.20713 -1.03376  0.11
H: 3.28181 -6.22173 0.34174  0.10
H: 1.97181 -4.13323 0.02304  0.10
N: 2.31611 -0.11703 -0.48196  0.16
C: 2.88661 0.30437 -1.38626  -0.12
C: 3.60571 0.82147 -2.47426  -0.22
C: 2.92001 1.41617 -3.53706  -0.01
C: 3.63521 1.89387 -4.61706  -0.05
C: 5.01881 1.79277 -4.63926  -0.05
C: 5.69691 1.22297 -3.57126  -0.05
C: 5.00121 0.73477 -2.48316  0.00
H: 1.84391 1.49497 -3.50076  0.12
H: 3.11361 2.34277 -5.44766  0.11
H: 5.57061 2.16037 -5.49126  0.11
H: 6.77261 1.15307 -3.58906  0.11
H: 5.51651 0.28937 -1.64426  0.10
O: -2.51269 -0.36543 -2.05566  -0.31
C: -1.57799 0.54587 -1.78046  -0.56
O: -0.62179 0.35357 -1.07756  -0.04
C: -1.89859 1.87907 -2.40266  -0.14
C: -2.24659 2.86077 -1.27076  -0.22
Ge: -1.27659 4.63447 -1.38436  1.06
C: -2.13599 5.83617 -0.06566  -0.28
C: -2.67299 7.07497 -0.38846  -0.11
C: -3.27759 7.85277 0.58494  -0.08
C: -3.34789 7.40067 1.89154  -0.08
C: -2.79579 6.17507 2.22664  -0.08
C: -2.19259 5.40067 1.25364  -0.11
C: -1.34899 5.21467 -3.28426  -0.27
C: -0.20999 5.13497 -4.07816  -0.12
C: -0.25149 5.48977 -5.41446  -0.09
C: -1.43759 5.93027 -5.97756  -0.08
C: -2.57899 6.01267 -5.19726  -0.08
C: -2.53429 5.65177 -3.86266  -0.12
C: 0.65731 4.49407 -0.95536  -0.27
C: 1.35371 5.69987 -0.94016  -0.11
C: 2.71411 5.73647 -0.70396  -0.07
C: 3.39861 4.55377 -0.48086  -0.07
C: 2.71451 3.35247 -0.47906  -0.11
C: 1.34931 3.31707 -0.71216  -0.10
H: -2.72409 1.78157 -3.10866  0.12
H: -1.00969 2.22367 -2.93746  0.11
H: -2.00009 2.43047 -0.29966  0.06
H: -3.31929 3.05537 -1.26726  0.08
H: -2.61269 7.43557 -1.40686  0.09
H: -3.69919 8.81327 0.32574  0.10
H: -3.83489 7.99937 2.64774  0.10
H: -2.83789 5.82387 3.24714  0.10
H: -1.75059 4.44867 1.51974  0.10
H: 0.72211 4.80567 -3.63316  0.09
H: 0.64501 5.43457 -6.01566  0.10
H: -1.47229 6.20167 -7.02216  0.10
H: -3.50179 6.36757 -5.63106  0.10
H: -3.42729 5.71727 -3.25406  0.10
H: 0.80911 6.61967 -1.11696  0.11
H: 3.24011 6.67967 -0.69736  0.11
H: 4.46311 4.56587 -0.30306  0.10
H: 3.25681 2.43627 -0.29666  0.07
H: 0.82331 2.37067 -0.69346  0.08

Entry 2:
Entry from OMol25: a structure of composition C70H79AsN4O2SeW (wB97M-V/def2-TZVPD).

## Properties
Multiplicity = 3
Highest occupied orbital energy (alpha / beta) = -0.2229 / -0.2622 Eh
LUMO energy (alpha / beta) = -0.49 / -0.55 eV
HOMO-LUMO gap (alpha / beta) = 5.57 / 6.59 eV
⟨S²⟩ = 2.03

Each line ends with the Mulliken spin population.
Geometry (Å):
W: 0.43438 0.65242 1.52927  0.74
C: -2.42622 3.96613 2.93610  0.00
C: -1.60243 3.19745 2.11699  0.01
N: -0.68866 2.36485 2.58814  0.01
C: -0.61021 2.22541 3.94380  0.01
C: -1.47244 2.88755 4.84439  0.00
C: -2.37561 3.81931 4.29926  0.01
C: -1.39826 2.56093 6.21372  0.00
C: -0.52791 1.58893 6.63419  0.00
C: 0.37302 0.97522 5.75305  0.00
C: 0.39500 1.33732 4.41661  0.03
N: 1.26799 0.94951 3.42100  0.00
C: 2.56439 0.54559 3.64312  -0.02
C: 3.28039 0.52936 4.83546  0.07
C: 4.61657 0.11822 4.85617  -0.03
C: 5.28133 -0.24124 3.71138  0.06
C: 4.62862 -0.13859 2.46835  -0.02
C: 5.27015 -0.32853 1.22710  0.05
C: 4.58612 -0.02873 0.07558  -0.02
C: 3.26211 0.38066 0.14781  0.01
N: 2.57201 0.44449 1.28143  -0.08
C: 3.26772 0.23782 2.44600  0.01
H: -3.11462 4.66594 2.48335  0.00
H: -1.66406 3.27674 1.04045  0.00
H: -3.02967 4.38100 4.95311  0.00
H: -2.06382 3.05163 6.91174  0.00
H: -0.52774 1.28801 7.67398  0.00
H: 1.01827 0.19349 6.12284  0.00
H: 2.82667 0.87251 5.75008  0.01
H: 5.14405 0.11465 5.80103  0.00
H: 6.31733 -0.55234 3.74301  0.00
H: 6.30334 -0.64871 1.20358  0.00
H: 5.06540 -0.09755 -0.89150  0.00
H: 2.71077 0.68347 -0.73161  0.21
C: -4.60133 1.39684 -3.43699  -0.01
C: -5.11218 0.26794 -2.52879  0.00
C: -6.55217 0.58477 -2.11967  0.00
C: -5.11286 -1.05731 -3.30543  0.00
C: -4.17925 0.15338 -1.32695  0.03
C: -2.83989 -0.17261 -1.52147  0.04
C: -1.99771 -0.20651 -0.43654  0.02
Se: -0.19855 -0.86526 -0.55237  0.09
C: -0.30024 -2.49161 0.48213  0.05
C: -0.60503 -3.68164 -0.15168  0.01
C: -0.29147 -4.88777 0.45761  0.00
C: 0.26653 -4.81541 1.73027  0.00
C: 0.57544 -3.63494 2.40142  -0.01
C: 0.35351 -2.42181 1.71769  0.00
O: 0.76776 -1.23555 2.12150  0.06
C: 1.25360 -3.72197 3.77461  0.00
C: 2.76187 -3.91254 3.54925  0.00
C: 0.70644 -4.90933 4.58253  0.00
C: 1.03301 -2.46204 4.62044  0.00
C: -0.48868 -6.19829 -0.30118  0.00
C: -1.98580 -6.42159 -0.55513  0.00
C: 0.05584 -7.39925 0.47571  0.00
C: 0.25384 -6.11103 -1.64405  0.00
C: -2.39992 0.06187 0.88753  -0.01
O: -1.42074 0.06276 1.79733  0.05
C: -3.77706 0.23787 1.11326  -0.01
C: -4.60098 0.31299 -0.01534  0.00
C: -4.46914 0.26901 2.48428  0.00
C: -3.51360 0.05750 3.66100  0.01
C: -5.49018 -0.88135 2.52728  0.00
C: -5.18510 1.61200 2.67261  0.00
H: -5.25511 1.50902 -4.30455  0.00
H: -3.59013 1.19085 -3.78980  0.01
H: -4.58634 2.34383 -2.89442  0.00
H: -7.17458 0.67891 -3.01062  0.00
H: -6.60869 1.52753 -1.57315  0.00
H: -6.96917 -0.21237 -1.50215  0.00
H: -5.82022 -1.00501 -4.13537  0.00
H: -5.40649 -1.88066 -2.65250  0.00
H: -4.12629 -1.28039 -3.71192  0.00
H: -2.43295 -0.40432 -2.49911  -0.05
H: -1.05385 -3.63026 -1.13773  0.00
H: 0.51421 -5.73900 2.23109  0.00
H: 2.95301 -4.82580 2.98247  0.00
H: 3.28185 -3.98183 4.50791  0.00
H: 3.17568 -3.06782 2.99352  0.00
H: 1.00765 -5.86802 4.16053  0.00
H: -0.38324 -4.87421 4.62684  0.00
H: 1.09595 -4.86589 5.60048  0.00
H: 1.57560 -1.62106 4.20785  0.00
H: 1.40149 -2.63198 5.63544  0.00
H: -0.02679 -2.20304 4.67337  0.00
H: -2.51730 -6.52124 0.39261  0.00
H: -2.14345 -7.33291 -1.13600  0.00
H: -2.42079 -5.58672 -1.10533  0.00
H: -0.49112 -7.53823 1.40979  0.00
H: 1.11653 -7.27628 0.70052  0.00
H: -0.05866 -8.30812 -0.11671  0.00
H: -0.17285 -5.34098 -2.28689  0.00
H: 0.18995 -7.06357 -2.17427  0.00
H: 1.30762 -5.87599 -1.48458  0.00
H: -5.65158 0.49186 0.16459  0.00
H: -2.99318 -0.89647 3.57865  0.00
H: -4.08188 0.05911 4.59477  0.00
H: -2.77342 0.84770 3.72194  0.00
H: -4.98953 -1.82973 2.32546  0.00
H: -6.28606 -0.75303 1.79346  0.00
H: -5.94708 -0.93888 3.51725  0.00
H: -4.46242 2.42333 2.65240  0.00
H: -5.70073 1.63670 3.63551  0.00
H: -5.91994 1.78944 1.88622  0.00
C: 2.61057 6.19313 -5.54454  0.00
C: 2.17013 5.03468 -4.69362  0.01
C: 3.08459 4.16110 -4.12654  -0.01
C: 2.68709 3.04402 -3.39839  -0.17
C: 3.77604 2.20563 -2.78451  0.05
C: 1.32303 2.75252 -3.23809  0.18
As: 0.59670 1.06198 -2.40983  0.56
N: 0.53103 1.88908 0.11203  -0.03
C: 0.84328 3.21808 0.30835  0.04
C: 1.81099 3.60806 1.26327  0.00
C: 2.06611 4.94251 1.52462  0.02
C: 1.39491 5.94300 0.83759  -0.01
C: 0.46023 5.58302 -0.12255  0.01
C: 0.19188 4.25383 -0.38527  -0.03
C: 1.66251 -0.16619 -3.69516  0.19
C: 1.63056 0.18044 -5.06427  -0.09
C: 0.65751 1.18066 -5.64484  0.05
C: 2.45081 -0.46036 -5.98816  -0.01
C: 3.30788 -1.48211 -5.62875  0.02
C: 4.21898 -2.15400 -6.61753  0.00
C: 3.24228 -1.91435 -4.31434  -0.01
C: 2.43083 -1.30818 -3.35737  -0.10
C: 2.38756 -2.06163 -2.04818  0.05
C: 0.39413 3.66541 -3.76719  -0.02
C: -1.10295 3.46750 -3.67064  0.08
C: 0.82419 4.78131 -4.47328  -0.01
H: 3.69253 6.31162 -5.51282  0.00
H: 2.14643 7.12215 -5.21178  0.00
H: 2.31635 6.02915 -6.58285  0.00
H: 4.14537 4.34758 -4.25624  0.00
H: 4.74767 2.48166 -3.19338  0.00
H: 3.61050 1.14627 -2.97659  -0.01
H: 3.80605 2.38266 -1.70736  0.00
H: 2.35635 2.84571 1.80217  -0.01
H: 2.79680 5.20601 2.27981  0.00
H: 1.59493 6.98486 1.04939  0.00
H: -0.06944 6.35483 -0.66819  0.00
H: -0.55618 3.98225 -1.11720  0.00
H: -0.21667 1.26880 -4.99956  -0.04
H: 0.34403 0.84200 -6.63249  0.00
H: 1.11076 2.16639 -5.75390  0.00
H: 2.39853 -0.15095 -7.02724  0.00
H: 4.25077 -1.60301 -7.55635  0.00
H: 3.87515 -3.16869 -6.82795  0.00
H: 5.23216 -2.22656 -6.22063  0.00
H: 3.83802 -2.77214 -4.01934  0.00
H: 1.49493 -2.68860 -2.02460  0.00
H: 2.38503 -1.43681 -1.16256  0.00
H: 3.25211 -2.72141 -1.97072  0.00
H: -1.36451 2.68893 -2.95486  -0.04
H: -1.50192 3.18047 -4.64663  0.02
H: -1.58496 4.40268 -3.38148  0.00
H: 0.08274 5.45847 -4.88687  0.00